9
Properties=species:S:1:pos:R:3:forces:R:3 method="wB97M-V/def2-TZVPD" e_above_lowest_kj_mol=293.67 e_homo_ev=-8.37 orbital_gap_ha=0.335 charge=0 e_lumo_ev=0.73 energy_ev=-14477.2932
S -1.611 1.147 -0.237 -0.3 -0.7 -0.8
C 0.777 -0.550 -0.504 -6.3 1.0 -4.1
H 0.742 1.385 0.286 1.4 2.6 1.3
H 1.590 -0.725 0.032 3.5 -0.9 2.3
N -1.201 0.351 1.217 2.7 2.3 -0.3
H 0.973 -0.318 -1.588 0.4 -0.8 0.9
H -1.308 -0.646 1.334 -0.2 -0.5 -1.2
H -0.024 -1.368 -0.471 1.5 0.8 -0.2
C 0.062 0.725 -0.070 -2.7 -3.7 2.1

=====

17
Properties=species:S:1:pos:R:3:forces:R:3 method="wB97M-V/def2-TZVPD" e_above_lowest_kj_mol=630.42 e_homo_ev="-12.92 / -12.82" orbital_gap_ha="0.205 / 0.233" charge=+1 e_lumo_ev="-7.35 / -6.48" energy_ev=-13293.0804
C -0.453 -1.594 0.234 -3.7 -5.2 -1.1
H -2.290 2.469 -0.563 -2.2 2.5 -1.2
N 3.477 0.170 -1.267 1.5 2.3 -1.4
H -3.889 -0.195 -0.384 -0.6 1.1 0.2
O -2.965 -0.384 -0.518 2.1 -1.1 -0.3
N 2.776 -0.082 0.972 -0.7 0.4 1.0
N -0.740 -0.236 0.277 -1.8 1.2 -1.1
H -1.295 -2.301 0.770 1.5 2.2 -1.2
H 4.075 0.901 -1.727 -0.9 -1.2 0.5
C -1.693 1.739 -0.224 0.2 -1.4 0.3
C 3.213 0.291 -0.087 -0.8 -1.8 0.6
C -0.075 0.809 0.683 1.2 0.2 0.5
H 0.363 -1.932 0.800 1.7 0.3 0.1
C -1.927 0.359 -0.270 -0.9 -1.6 0.8
H -0.533 -1.978 -0.872 0.8 0.8 2.1
N -0.516 1.958 0.245 2.0 1.0 0.8
H 2.474 0.006 1.932 0.6 0.4 -0.7

=====

9
Properties=species:S:1:pos:R:3:forces:R:3 method="wB97M-V/def2-TZVPD" e_above_lowest_kj_mol=336.90 e_homo_ev="-7.81 / -8.18" orbital_gap_ha="0.277 / 0.322" charge=0 e_lumo_ev="-0.27 / 0.60" energy_ev=-17971.6536
H -1.750 -0.865 -1.500 0.7 0.1 0.5
H 1.005 -1.459 1.783 -0.4 0.7 0.2
N -0.281 -0.256 1.008 -1.9 0.3 -1.6
H 1.616 0.040 1.778 1.0 1.8 -0.3
N 0.775 -0.456 1.719 1.0 -3.2 1.4
O -1.415 -0.055 -1.906 -0.5 1.2 -0.8
H -0.370 0.700 0.691 0.2 0.5 0.5
O 0.289 1.898 -1.839 -0.9 0.2 0.0
S 0.131 0.453 -1.733 0.8 -1.6 0.0

=====

12
Properties=species:S:1:pos:R:3:forces:R:3 method="wB97M-V/def2-TZVPD" e_above_lowest_kj_mol=207.95 e_homo_ev=-8.55 orbital_gap_ha=0.326 charge=0 smiles="[H]/N=C/c1ccco1" e_lumo_ev=0.33 energy_ev=-8801.2638
H -2.910 1.025 0.064 -0.1 0.2 -0.1
O -0.896 1.305 0.016 3.6 -2.3 -0.1
H 0.155 -1.988 0.007 0.2 -0.2 0.0
C -0.322 -1.028 0.009 0.2 0.6 0.0
H -2.465 -1.575 -0.002 -0.2 -0.1 0.0
C -1.948 0.539 0.024 -0.2 -0.8 0.0
C -1.719 -0.807 0.008 -0.3 0.2 0.0
H 1.761 1.708 -0.169 0.1 -0.1 0.1
N 2.677 -0.179 0.060 0.1 -0.4 0.1
H 3.593 0.259 0.019 -0.2 0.3 -0.1
C 0.378 0.120 0.004 -4.0 1.7 0.0
C 1.698 0.621 -0.040 0.7 0.8 0.0

=====

119
Properties=species:S:1:pos:R:3:forces:R:3 method="wB97M-V/def2-TZVPD" e_homo_ev=-9.53 orbital_gap_ha=0.283 charge=+1 e_lumo_ev=-1.83 energy_ev=-147814.4901
C 11.357 16.934 10.672 0.3 0.7 -0.5
S 14.560 11.132 13.245 0.3 0.0 0.4
C 11.260 8.217 8.670 1.1 0.1 -1.5
H 6.693 10.360 15.425 -0.2 -0.3 0.0
C 12.991 9.934 9.138 -0.3 0.7 0.1
H 7.060 11.859 14.601 -0.2 0.4 -0.5
N 10.367 17.090 9.626 -0.3 0.2 0.2
H 12.100 17.728 10.549 -0.1 0.1 0.2
N 16.572 12.936 12.156 0.0 -1.0 1.1
H 14.306 10.731 6.461 -0.1 -0.1 -0.1
H 14.547 11.771 9.782 -0.2 -0.1 -0.2
H 14.920 12.116 8.079 0.0 0.1 0.0
H 8.534 18.042 9.317 0.2 0.1 0.5
H 6.299 15.960 12.279 -0.8 0.0 0.4
H 7.508 14.707 11.935 0.0 -0.3 -0.4
H 11.318 7.294 8.047 -0.1 0.5 0.6
C 9.928 10.807 10.063 0.6 -1.5 -0.2
H 11.606 14.007 14.719 -0.2 0.4 -0.1
N 9.237 11.957 10.561 -0.7 0.9 0.0
N 9.954 14.803 9.633 0.2 0.4 -0.4
H 13.358 6.689 9.373 0.1 0.2 0.0
H 8.345 18.243 15.085 -0.4 0.0 0.0
H 6.622 14.950 14.921 -0.4 -0.4 -0.1
H 10.107 10.879 8.986 -0.1 0.2 0.2
C 13.677 7.628 8.902 -1.0 -0.9 -0.3
N 13.807 14.190 10.147 0.1 0.2 0.8
H 11.884 16.010 10.552 0.1 -0.4 0.0
H 9.875 19.189 9.466 0.0 -0.7 0.1
H 8.680 9.156 16.603 -0.1 -0.4 -0.4
H 16.648 16.643 9.119 -0.9 -0.4 -0.1
H 17.333 13.323 11.636 0.0 0.2 -0.1
C 9.793 15.964 9.083 -0.1 -0.6 -0.4
H 7.604 12.494 11.712 0.1 -0.5 0.1
H 8.855 18.058 6.938 -0.1 0.1 -0.2
N 9.052 16.204 7.928 -0.1 -0.1 0.2
C 8.692 12.702 9.414 0.1 -0.7 -0.2
C 14.288 9.823 7.073 0.2 0.0 0.3
H 13.885 7.383 7.846 0.2 0.1 0.3
C 15.888 11.825 14.213 0.3 0.2 -0.7
C 7.335 15.751 12.133 1.0 0.5 -0.4
H 10.900 12.571 17.733 0.0 -0.1 -0.1
H 15.959 11.037 9.053 0.4 0.1 -0.2
H 7.949 18.546 13.353 -0.1 -0.2 0.5
C 14.937 11.353 8.859 0.1 -0.2 0.2
N 8.709 10.961 15.528 -1.3 0.0 0.7
C 15.814 15.958 9.373 0.5 -0.1 0.3
C 9.778 13.597 8.828 -0.6 0.1 -0.3
K 11.058 13.877 12.144 0.1 -0.1 -0.5
N 14.277 12.390 12.153 -0.2 0.6 0.4
H 10.210 10.048 16.672 -0.2 -0.1 -0.2
H 14.397 16.600 7.908 -0.2 0.4 -0.4
H 10.905 16.986 11.652 -0.1 -0.1 0.5
C 9.395 17.114 6.860 0.7 -0.2 0.3
C 9.120 10.143 16.654 0.6 0.2 0.2
H 18.774 13.477 13.536 -0.1 0.0 0.2
C 11.720 12.970 15.025 0.4 0.1 0.4
O 10.023 16.009 13.563 -0.2 -0.1 -0.3
H 9.357 18.380 10.925 -0.4 -0.1 0.2
H 7.848 13.303 9.746 -0.1 0.1 0.0
C 7.746 15.611 7.771 0.5 -0.7 0.3
H 9.303 9.902 10.182 -0.1 0.2 0.0
H 16.985 15.115 10.921 0.1 -0.2 0.2
H 11.383 11.034 11.633 0.2 0.5 0.1
H 19.169 12.942 16.000 -0.6 -0.2 -0.6
H 17.444 11.721 17.197 -0.1 0.0 0.5
C 18.025 12.959 14.132 -0.2 0.0 -0.4
H 15.326 11.076 16.142 0.2 0.1 -0.2
H 7.770 14.810 7.011 -0.2 -0.1 0.5
C 16.083 11.617 15.565 -0.6 -0.6 0.2
H 7.927 10.513 13.330 -0.3 0.0 0.2
N 10.514 12.439 15.636 0.4 0.0 -0.3
H 10.597 8.097 9.491 -0.5 -0.4 0.7
C 18.240 12.654 15.474 0.8 0.5 0.0
N 9.474 11.999 13.590 0.1 0.1 -1.0
H 12.526 12.994 15.773 -0.2 -0.2 -0.1
C 14.995 14.185 10.780 0.7 0.2 -1.1
C 8.733 11.001 12.807 0.6 -0.2 -0.4
H 8.328 11.987 8.617 0.1 0.6 0.7
H 10.467 17.327 6.912 -0.2 0.0 -0.2
H 10.369 14.069 16.962 0.0 0.1 0.0
H 8.839 10.501 17.644 -0.2 0.5 0.1
H 12.610 15.041 8.738 -0.2 0.0 -0.2
H 10.855 8.997 8.018 -0.1 -0.1 0.0
H 9.150 16.595 5.919 0.2 0.5 0.1
C 16.846 12.552 13.499 0.3 0.3 0.2
H 8.168 13.909 14.822 -0.8 1.3 0.1
H 7.051 16.342 7.388 -0.4 0.5 0.1
C 10.233 12.986 16.975 0.4 -0.3 -0.8
C 17.261 12.007 16.184 -0.2 -0.3 -0.1
C 7.768 17.890 14.227 0.0 0.1 -0.8
H 14.550 7.992 9.399 0.6 0.0 0.1
H 7.660 16.387 11.293 0.1 -0.4 0.3
H 7.451 15.276 8.776 -0.3 -0.3 -0.6
H 12.070 12.374 14.182 -0.2 -0.2 0.2
N 12.399 10.887 9.776 -0.9 -0.9 0.6
C 9.476 18.223 9.856 0.3 0.8 -1.0
H 10.717 13.030 8.839 0.0 0.1 0.0
C 16.041 15.045 10.410 -1.0 0.6 -0.4
C 9.567 11.808 14.846 0.0 0.1 1.5
H 9.218 12.774 17.232 -0.6 -0.1 0.3
C 15.265 13.097 11.758 -0.5 0.1 -0.1
As 8.383 16.148 13.705 0.1 0.0 0.5
C 14.582 15.956 8.738 0.1 -0.3 0.3
H 6.678 17.776 14.359 0.5 0.4 0.3
N 12.620 8.610 9.048 -0.4 -0.5 0.1
C 13.593 15.069 9.180 1.1 -0.1 0.1
C 11.291 10.503 10.692 0.8 -0.1 -0.5
H 15.209 9.272 6.919 0.4 0.0 -0.2
H 6.939 11.835 16.336 -0.1 0.3 0.6
C 7.261 11.278 15.474 1.2 -0.7 0.0
H 11.329 9.456 11.018 0.2 -0.1 -0.3
N 14.170 10.190 8.474 0.0 0.5 -0.1
H 13.484 9.168 6.751 -0.2 0.2 0.0
H 7.534 10.869 11.018 -0.6 -0.6 0.0
H 9.514 13.772 7.770 0.3 0.3 0.3
C 7.697 14.925 15.024 0.8 -0.9 0.1
H 9.418 10.175 12.545 -0.1 0.2 0.1
H 7.919 15.221 16.056 0.2 0.1 -0.3
C 8.185 11.572 11.515 0.5 1.3 -0.2

=====

16
Properties=species:S:1:pos:R:3:forces:R:3 method="wB97M-V/def2-TZVPD" e_above_lowest_kj_mol=0.00 e_homo_ev=-6.48 orbital_gap_ha=0.145 charge=-1 e_lumo_ev=-2.53 energy_ev=-48142.6901
O -1.719 1.197 1.185 1.7 0.9 2.0
O -0.183 0.400 -3.814 0.2 -1.2 1.1
O -0.121 -1.576 3.109 0.5 1.1 0.2
S 0.469 -0.615 -0.987 0.7 -1.1 1.8
O 3.092 2.690 3.413 -1.3 -0.5 0.0
In 0.482 1.339 2.913 -0.4 -1.9 -2.0
O 0.694 -0.306 0.423 -0.4 0.9 -1.5
O 1.622 -0.491 -1.894 -2.5 0.2 1.6
F -2.407 -0.113 -3.442 -0.3 -0.2 0.4
N -1.128 -0.217 -1.520 4.4 -0.3 3.2
H -0.926 -2.038 3.414 0.2 0.7 0.0
S -0.912 -0.556 -2.995 -2.7 -0.5 -7.4
H -2.196 1.954 1.576 -0.1 -0.2 -0.3
F 0.267 -2.200 -0.869 0.2 0.4 -0.2
O -0.937 -1.969 -3.413 0.8 2.2 1.2
H 3.902 2.501 2.900 -0.8 -0.3 -0.1

=====

90
Properties=species:S:1:pos:R:3:forces:R:3 method="wB97M-V/def2-TZVPD" e_homo_ev=-9.11 orbital_gap_ha=0.320 charge=0 smiles="CCCOCB[PH2]=O.C[N+](=O)[O-].C[N+](=O)[O-].C[N+](=O)[O-].C[N+](=O)[O-].C[N+](=O)[O-].C[N+](=O)[O-].C[N+](=O)[O-].C[N+](=O)[O-].C[N+](=O)[O-].C[N+](=O)[O-]" e_lumo_ev=-0.40 energy_ev=-85080.1417
N 2.240 1.605 4.124 0.0 0.4 -0.6
O 3.918 1.183 -1.734 0.1 0.2 0.0
C -6.148 -4.245 -2.464 0.0 -0.1 0.1
H 0.962 0.096 -2.801 0.7 0.0 -1.1
O 2.493 4.709 -5.874 -0.2 0.1 0.2
P -4.278 0.183 -1.588 0.4 0.6 -0.3
C -2.051 1.767 -0.250 -0.6 -0.4 -0.7
C -4.260 1.313 -6.631 0.1 0.0 0.1
H 2.477 2.852 -3.768 0.0 0.1 0.0
H -0.129 2.025 -2.869 0.5 0.8 -0.7
N 3.016 -2.835 3.978 -0.2 0.2 0.0
O -2.029 1.908 -6.530 -0.2 -0.1 0.2
B -3.421 1.809 -1.016 0.1 0.1 -0.5
H 3.471 -4.171 0.757 0.0 -0.1 0.0
H 2.252 7.092 -4.906 0.1 0.0 0.0
O -1.814 3.550 2.660 -0.2 0.7 0.0
H -2.828 6.517 2.063 -0.1 0.0 0.0
O 4.245 3.312 -1.925 -0.1 -0.4 -0.2
H -1.345 0.848 -2.688 -0.7 -0.3 -0.3
H -6.427 -3.195 -2.453 0.0 0.0 0.0
H -6.930 -4.882 -2.073 -0.1 0.0 0.0
H 4.712 -4.365 10.568 0.0 0.1 0.0
H -4.973 0.840 -5.971 0.0 0.0 0.1
H -3.364 -0.841 -1.444 0.6 -0.5 -0.2
C 3.328 -2.190 5.280 0.0 -0.1 0.2
C 5.063 -5.018 9.777 -0.1 -0.1 -0.1
H 0.551 6.775 -4.432 -0.1 0.0 0.1
N -2.583 4.492 2.536 0.0 -0.7 0.0
O 2.853 -4.031 3.902 0.1 0.3 0.0
O -3.995 -3.695 -1.883 0.0 -0.1 0.0
O 1.877 2.769 4.083 0.2 -0.6 0.1
C -2.011 5.816 2.157 0.0 -0.1 0.1
N 2.982 -3.519 -1.179 -0.3 0.1 -0.4
C -0.015 -1.033 -1.367 0.6 0.3 -0.1
N -4.959 -4.373 -1.578 0.0 0.1 0.2
H 3.068 1.175 -3.971 0.0 -0.1 0.0
N 4.241 -4.726 8.567 -0.1 0.3 -0.2
O 2.014 0.824 5.023 -0.1 0.1 0.3
H -4.505 0.183 -2.968 0.0 0.0 -0.3
O -3.790 4.416 2.668 0.2 0.1 0.0
O 2.841 -4.676 -1.527 0.1 0.2 0.2
H 3.385 -2.902 6.096 -0.1 -0.2 -0.2
N -2.948 1.397 -5.921 0.2 0.0 0.1
O 3.595 -5.625 8.075 0.2 0.2 0.1
H -2.119 2.494 0.517 0.3 0.7 0.9
C -3.249 -2.723 1.041 0.1 -0.1 0.2
H -4.553 2.325 -6.883 0.0 0.1 0.0
H 2.585 -2.626 0.655 -0.1 0.1 0.1
N 3.886 2.227 -2.355 -0.1 0.1 0.2
H -1.484 5.679 1.218 0.1 0.0 0.0
H 3.906 1.688 2.858 0.0 0.1 0.0
O -5.472 -0.014 -0.746 -1.3 -0.3 0.8
O -1.931 -3.441 2.842 -0.1 0.2 -0.3
H 1.261 0.684 -1.240 0.7 0.4 0.6
H -5.839 -4.544 -3.459 0.0 0.0 -0.1
H 6.093 -4.786 9.530 0.0 0.0 0.0
H 4.933 -6.061 10.027 0.0 -0.1 0.0
H 0.334 -1.817 -1.988 0.4 -0.9 -0.6
H -4.100 0.734 -7.533 0.0 0.0 -0.1
H 4.112 2.565 -4.406 0.0 0.1 0.0
C 3.340 2.197 -3.741 0.1 -0.2 0.1
H -3.986 2.842 -1.193 0.0 -0.1 -0.1
H -1.328 6.114 2.943 0.1 -0.1 0.0
H 4.274 -1.680 5.135 0.0 0.1 0.1
H 1.024 6.816 -6.163 0.0 0.0 -0.1
H -2.961 -3.039 0.044 0.0 0.0 0.0
C 0.497 0.292 -1.868 -0.3 -0.1 0.3
N -2.009 -2.718 1.870 0.3 0.3 -0.1
O -1.021 2.176 -1.132 0.6 0.5 0.0
H -3.623 -1.705 1.026 0.0 0.1 0.0
H 4.300 -2.675 0.195 0.0 0.1 0.0
C 3.013 1.080 2.953 0.0 0.1 0.2
O 0.995 4.417 -4.345 0.1 0.3 -0.2
H 2.538 -1.460 5.421 0.1 0.1 0.1
H 3.244 0.040 3.142 0.0 0.1 0.0
H -1.061 -1.066 -1.415 -1.7 -0.1 0.2
C -0.531 1.330 -2.178 -0.8 0.1 0.6
O -5.025 -5.104 -0.609 0.0 0.2 -0.4
C 3.371 -3.233 0.229 0.0 -0.2 -0.2
C 1.332 6.575 -5.152 0.0 -0.1 0.1
O 2.799 -2.554 -1.902 0.2 -0.2 0.2
O -2.882 0.953 -4.788 0.0 0.1 -0.4
O 2.918 -2.044 3.047 0.1 -0.6 -0.1
H -1.861 0.828 0.220 0.4 -0.9 0.4
H 2.388 1.184 2.074 -0.1 0.1 -0.1
O 4.276 -3.577 8.150 0.0 -0.4 0.2
O -1.130 -1.961 1.483 -0.3 -0.3 0.3
H -3.965 -3.407 1.474 0.0 -0.1 0.1
H 0.305 -1.252 -0.383 0.1 -0.2 1.1
N 1.629 5.113 -5.119 0.0 -0.2 0.0

=====

83
Properties=species:S:1:pos:R:3:forces:R:3 method="wB97M-V/def2-TZVPD" e_homo_ev=-10.50 orbital_gap_ha=0.251 charge=+1 e_lumo_ev=-3.68 energy_ev=-57484.2370
C 3.359 3.712 -1.909 0.0 0.0 0.1
H -2.341 -2.976 0.565 0.0 0.0 0.1
C 2.138 -7.955 -4.152 -0.2 0.1 0.4
H 0.229 -2.067 -1.835 2.0 0.1 1.6
H 1.042 -3.007 -0.412 0.4 2.1 -1.7
F 0.850 8.991 -0.276 0.0 0.1 -0.2
C 3.336 -1.565 -4.477 -2.4 1.8 -0.9
H -8.762 -3.195 6.816 0.1 0.2 -0.1
C -7.952 -2.367 4.998 0.0 0.0 -0.1
H 2.243 6.820 0.023 -0.1 0.1 0.1
C -1.732 -1.973 2.362 -1.4 0.5 0.1
H -6.787 0.804 4.632 -0.1 -0.1 0.0
H -0.024 -0.272 -0.209 2.3 -1.0 0.6
H 5.039 -2.289 -3.531 -0.8 -0.4 -1.9
H -5.343 -0.617 2.554 0.7 -0.1 -0.1
N 2.371 -1.457 -3.306 2.8 0.4 -4.0
C 1.796 6.419 2.100 -0.3 0.3 0.1
H 2.761 2.504 -3.591 0.1 0.1 0.1
C 2.722 -6.468 -2.352 -0.9 -1.3 -0.6
H 0.911 0.506 -5.817 1.4 -1.6 1.6
H 0.281 -8.611 -1.372 0.2 0.1 -0.1
H 3.264 4.269 -5.263 0.0 0.1 0.2
N 4.520 -2.264 -4.455 -1.1 0.6 1.4
C -3.397 -0.645 3.480 0.1 -0.3 -0.4
H 1.081 -1.117 1.073 0.1 0.6 -2.4
H 3.154 2.949 -1.166 0.0 0.1 0.0
C 2.137 0.443 -0.295 -0.8 0.6 0.9
H 1.796 1.090 -1.227 1.0 -1.4 1.8
C -2.095 -1.140 3.414 0.1 0.0 0.0
C 1.146 -2.023 -1.079 -0.1 -0.6 0.5
H -3.687 0.014 4.295 0.1 -0.1 -0.1
C -7.226 -0.060 5.118 0.0 0.0 -0.1
C -8.336 -2.316 6.338 0.2 0.4 -0.1
H -7.497 0.914 7.021 0.0 -0.2 -0.1
H 4.491 6.911 -2.092 0.0 -0.1 0.0
H 2.411 5.524 2.148 -0.1 0.2 -0.1
H 2.684 -3.287 -2.184 -0.2 2.6 0.4
C 1.053 -0.759 -0.043 -0.7 0.8 -0.3
N 2.903 -0.809 -5.748 -4.6 0.0 7.6
H -1.362 -0.883 4.172 0.0 -0.1 -0.1
C -2.649 -2.327 1.378 0.1 0.0 0.0
C 1.790 -7.080 -1.521 0.1 0.1 0.0
C 3.916 5.702 -3.790 -0.1 -0.3 0.2
F 3.459 -5.453 -1.883 0.4 0.6 0.2
H -8.475 -1.094 8.108 0.1 0.0 -0.2
C 1.019 -8.133 -2.012 0.2 0.1 -0.3
H 4.139 6.473 -4.523 -0.1 -0.1 0.2
C 1.195 -8.571 -3.326 0.1 0.1 0.0
H -4.682 -2.118 0.691 0.1 0.0 0.1
C 0.928 8.292 0.865 0.1 -0.6 0.9
N 1.336 -0.618 -3.758 1.2 1.3 -4.5
C -7.620 -0.006 6.455 -0.1 -0.4 -0.1
H 3.504 -1.802 -1.365 -2.0 -0.1 -1.2
H 1.156 6.280 4.154 0.0 0.1 -0.2
C 3.842 4.952 -1.505 -0.1 -0.2 -1.0
H -8.080 -3.273 4.416 0.0 0.1 0.0
H -0.246 8.327 4.048 0.1 0.0 -0.2
C 2.902 -6.895 -3.664 0.0 0.1 0.1
C 0.227 8.728 1.984 0.0 0.0 0.0
F -0.479 -2.444 2.295 0.5 -0.2 0.0
C -4.326 -0.999 2.501 0.1 0.2 -0.1
C 1.092 6.846 3.227 0.0 0.0 0.0
C 1.709 7.143 0.911 0.0 0.1 -0.1
F 4.043 5.189 -0.202 0.0 0.0 0.2
C -3.955 -1.842 1.451 0.2 0.2 0.4
C -8.171 -1.134 7.064 0.0 0.0 -0.1
F -7.026 -1.289 3.116 -0.5 -0.2 -0.3
C 3.145 3.467 -3.265 0.2 0.6 0.1
C 3.427 4.462 -4.205 0.0 -0.1 0.0
H 3.633 -6.399 -4.294 0.0 -0.1 0.1
H 4.909 -2.678 -5.332 -0.5 0.9 1.3
C 4.120 5.950 -2.433 0.0 0.0 0.1
H 1.672 -6.732 -0.500 0.0 0.0 -0.1
H 3.258 0.106 -0.343 -2.2 0.6 -0.1
H 2.277 -8.301 -5.173 0.0 0.1 0.2
H 2.057 1.166 0.651 0.2 -1.5 -2.1
C 0.305 7.999 3.170 0.3 -0.2 -0.3
C -7.399 -1.239 4.401 -0.4 0.0 1.4
H 0.497 -0.310 -3.195 1.7 -0.7 -0.6
H -0.372 9.631 1.923 0.1 -0.1 0.0
C 1.609 -0.203 -5.196 3.1 -3.0 1.9
C 2.537 -2.130 -1.937 -0.7 -2.1 0.3
H 0.597 -9.395 -3.708 0.1 0.2 0.1

=====

> The lowest charge belongs to which entry?

F2H3InNO7S2

=====

> Among the records above, which one has the lowest charge?

F2H3InNO7S2

=====

> Which value of charge does entry 7 give?

0